121
Properties=species:S:1:pos:R:3:mulliken_charge:R:1 method="wB97M-V/def2-TZVPD" e_above_lowest_kcal_mol=77.5 fmax_ha_per_bohr=0.0601 homo_energy_ev=-1.69 orbital_gap_ev=5.1 charge=-2 total_energy_ev=-115408.76241
Tl 1.11489 -1.19408 1.22791 0.443
I -1.28540 -4.04815 4.89281 -0.598
C 3.26312 -1.54039 2.19059 -1.147
I 3.27236 -0.75707 4.30934 -0.208
H 4.21572 -1.18702 1.82962 0.249
H 3.48203 -2.64617 2.33348 0.345
O 7.93770 4.26616 -3.37519 -0.548
C 7.19912 3.19321 -2.96722 0.301
O 7.35463 2.15731 -3.52196 -0.510
C 6.21269 3.40689 -1.85650 0.508
C 5.74915 4.60360 -1.37221 -0.694
C 4.88527 4.61102 -0.22742 -0.631
C 4.40934 3.47206 0.29345 -0.346
C 4.81949 2.19242 -0.24420 0.569
C 5.72417 2.20111 -1.25859 -0.012
N 3.57572 3.55146 1.48848 -0.780
C 2.66376 2.69296 1.49692 1.927
C 1.81715 2.63362 2.78299 -0.399
C 2.20008 3.24259 3.96602 -0.650
C 1.54974 2.94811 5.12923 -0.415
C 0.43014 2.11064 5.09609 -0.510
C 0.09569 1.62592 3.85449 -0.194
N 0.76653 1.85020 2.72988 -0.065
H 7.67321 4.98505 -2.80650 0.340
H 5.92920 5.56142 -1.81414 0.283
H 4.62393 5.54900 0.32110 0.330
H 4.33409 1.23881 0.04502 0.140
H 6.13846 1.32894 -1.67549 0.458
H 2.44684 1.94451 0.72812 -0.485
H 3.04829 3.88609 3.90405 0.463
H 1.76212 3.46420 6.13598 0.213
H -0.14205 1.79726 5.93630 0.452
H -0.69661 0.80107 3.91062 0.292
O -4.81442 -0.82152 2.73945 -1.184
H -5.57661 0.23800 1.89388 0.493
H -5.66569 -1.33173 2.86547 0.221
C -8.53271 -5.39861 4.68523 -1.743
C -7.20995 -4.78848 4.45205 0.518
C -6.23678 -5.28018 3.57265 -1.108
C -5.01034 -4.62392 3.42933 0.709
C -3.99110 -5.16082 2.47497 -1.319
C -4.79269 -3.42291 4.11108 0.420
Te -3.22268 -2.10064 3.64308 0.904
C -5.78337 -2.90785 4.98670 0.437
C -5.61211 -1.60114 5.79070 -1.539
C -6.91680 -3.62163 5.08539 -0.491
H -8.69322 -6.26353 4.17240 0.463
H -9.29818 -4.66932 4.55082 0.359
H -8.52934 -5.69136 5.71927 0.367
H -6.34553 -6.23718 3.15612 0.350
H -4.40406 -6.02857 1.94207 0.336
H -3.01060 -5.33600 2.87083 0.180
H -3.77462 -4.48873 1.58736 0.222
H -6.54984 -1.49102 6.29962 0.418
H -5.36852 -0.77651 5.15546 0.268
H -4.79171 -1.73794 6.54990 0.259
H -7.70763 -3.23096 5.68740 0.283
N 1.85877 0.33915 -0.21439 -0.965
P 1.96806 0.12725 -1.70878 -1.347
N 1.96219 1.45849 -2.73921 1.324
C 1.77559 2.76951 -2.05905 0.181
C 2.46455 3.84591 -2.90613 -0.421
C 2.77757 3.36855 -4.33012 -0.414
C 1.65065 2.56952 -4.91551 -0.879
C 1.19083 1.45652 -3.96899 -0.288
N 3.26531 -0.79661 -2.25767 1.038
C 3.75845 -1.84828 -1.35484 0.545
C 5.24507 -1.83237 -1.22095 -0.940
C 5.99263 -1.78236 -2.58314 -0.709
C 5.03341 -1.48891 -3.73775 -1.396
C 4.00909 -0.43656 -3.47063 0.351
N 0.69942 -0.65689 -2.44632 1.234
C 0.76940 -1.89021 -3.16505 -0.265
C -0.16331 -2.97248 -2.62781 -0.806
C -1.61720 -2.40549 -2.52714 -0.649
C -1.75699 -0.87101 -2.59120 0.094
C -0.60407 -0.17079 -1.93800 -0.320
H 2.31982 2.77303 -1.09042 -1.052
H 0.70463 2.89920 -1.98070 0.619
H 3.36544 4.21667 -2.33504 -0.165
H 1.81349 4.67569 -3.04017 0.533
H 3.65375 2.77447 -4.13815 -0.050
H 3.16747 4.18497 -5.01455 0.389
H 2.06659 2.13884 -5.82960 0.387
H 0.85378 3.28352 -5.16096 0.417
H 1.27431 0.44762 -4.43027 0.070
H 0.14179 1.67778 -3.74893 0.136
H 3.36025 -2.80553 -1.60978 0.336
H 3.38692 -1.71393 -0.33729 -1.019
H 5.53818 -2.68333 -0.60776 0.581
H 5.43622 -1.00689 -0.58445 0.157
H 6.58652 -2.72586 -2.69647 0.323
H 6.70772 -0.96651 -2.54176 0.299
H 4.52404 -2.43571 -3.98571 0.354
H 5.60150 -1.19549 -4.58780 0.537
H 3.32223 -0.24351 -4.30005 0.354
H 4.55124 0.50850 -3.31909 -0.320
H 1.81795 -2.23832 -3.10599 -0.043
H 0.66468 -1.74374 -4.28534 0.368
H 0.20403 -3.27813 -1.63969 0.183
H -0.05073 -3.81975 -3.32799 0.463
H -2.04206 -2.80687 -1.62243 0.294
H -2.30966 -2.82939 -3.32954 0.280
H -2.65021 -0.51982 -2.03948 -0.678
H -1.75729 -0.56321 -3.66231 0.308
H -0.58340 -0.39574 -0.86032 -0.089
H -0.66951 0.94547 -1.86987 0.163
C -4.58908 0.26326 -0.28072 -1.995
C -5.56559 1.37626 0.26885 1.456
O -6.14459 0.96478 1.47072 -0.657
C -6.80708 1.60899 -0.68387 0.515
F -6.45296 2.29685 -1.84420 -0.294
F -7.75782 2.39642 -0.11988 -0.255
F -7.27477 0.43216 -1.07187 -0.267
C -4.79625 2.69807 0.52750 0.472
F -4.28437 3.32138 -0.58431 -0.307
F -3.69207 2.50983 1.35204 -0.209
F -5.56294 3.57930 1.05344 -0.262
H -5.10309 -0.69206 -0.04261 0.340
H -3.63823 0.31026 0.25414 0.544
H -4.34235 0.42730 -1.35899 0.472